Molecular formula: C4H11N2O
Method: DFT, ωB97M-V/def2-TZVPD

CARTESIAN COORDINATES (ANGSTROEM)
O  -2.004  -0.375  0.155
C  -1.042  -0.583  -0.617
N  -1.114  -1.017  -1.828
C  0.367  -0.375  0.038
N  0.361  0.880  0.872
C  0.183  2.190  0.092
C  0.718  -1.616  0.871
H  -2.019  -1.322  -2.194
H  -0.333  -1.056  -2.473
H  1.093  -0.216  -0.756
H  -0.307  0.881  1.651
H  1.294  0.952  1.281
H  -0.866  2.352  -0.167
H  0.487  2.983  0.738
H  0.768  2.081  -0.818
H  -0.131  -2.300  0.898
H  1.546  -2.119  0.374
H  0.999  -1.341  1.883

As for the spin multiplicity: 2. The total charge is +2. For the energy above the lowest of the compared OMol25 structures with the same formula, charge and spin, the calculation gives 92.6 kJ/mol. The calculation puts the frontier orbital gap (alpha / beta) at 13.512 / 8.294 eV.



Molecular formula: C4H11N2O2
Method: DFT, ωB97M-V/def2-TZVPD

CARTESIAN COORDINATES (ANGSTROEM)
O  -1.071  -0.512  1.504
C  0.120  -0.244  1.329
C  0.675  1.006  2.052
N  2.006  1.378  1.577
H  0.853  -1.035  1.115
H  -0.015  1.820  1.785
H  0.601  0.850  3.133
H  1.960  1.337  0.563
H  2.279  2.304  1.873
C  -1.056  -1.909  -1.423
N  -0.817  -0.684  -2.170
C  -0.545  0.523  -1.360
O  0.500  0.504  -0.478
H  -0.190  -2.198  -0.822
H  -1.429  -2.674  -2.112
H  -1.879  -1.728  -0.735
H  -0.076  -0.795  -2.853
H  -1.511  0.747  -0.860
H  -0.405  1.309  -2.118

The total charge is -1. For the energy above the lowest of the compared OMol25 structures with the same formula, charge and spin, the calculation gives 273.8 kJ/mol. The calculation puts the frontier orbital gap at 8.167 eV.



Molecular formula: C4H11N2S
Method: DFT, ωB97M-V/def2-TZVPD

CARTESIAN COORDINATES (ANGSTROEM)
C  0.049  2.416  -1.575
N  0.462  1.038  -1.630
C  0.005  0.080  -0.636
C  0.009  0.683  0.773
S  -0.631  -0.341  2.120
C  0.840  -1.188  -0.721
N  0.243  -2.407  -0.204
H  0.479  2.928  -2.430
H  0.411  2.866  -0.650
H  -1.049  2.572  -1.557
H  0.441  0.670  -2.568
H  -1.066  -0.148  -0.782
H  1.013  1.110  0.914
H  -0.618  1.577  0.726
H  1.182  -1.336  -1.748
H  1.772  -1.037  -0.174
H  -0.159  -2.172  0.715
H  -0.521  -2.707  -0.801

The SMILES is CN[C@@H](CN)C[S-]. The total charge is -1. For the energy above the lowest of the compared OMol25 structures with the same formula, charge and spin, the calculation gives 68.9 kJ/mol. The calculation puts the frontier orbital gap at 6.206 eV.



Molecular formula: C4H11N2S
Method: DFT, ωB97M-V/def2-TZVPD

CARTESIAN COORDINATES (ANGSTROEM)
C  -0.443  -0.823  -0.884
N  -1.210  -0.603  0.367
C  -0.351  -0.448  1.546
N  0.299  -1.718  1.902
C  0.457  0.321  -1.317
C  0.087  1.763  -1.076
S  1.406  3.052  -1.017
H  -1.230  -1.205  -1.544
H  0.214  -1.675  -0.771
H  -1.662  0.306  0.287
H  0.435  0.279  1.284
H  -0.932  -0.177  2.429
H  0.756  -2.157  1.111
H  1.098  -1.503  2.496
H  1.304  0.212  -0.617
H  0.859  0.272  -2.331
H  -0.352  2.060  -0.109
H  -0.736  2.044  -1.757

The SMILES is NCNCCC[S-]. The total charge is -1. For the energy above the lowest of the compared OMol25 structures with the same formula, charge and spin, the calculation gives 137.3 kJ/mol. The calculation puts the frontier orbital gap at 6.123 eV.



Molecular formula: C4H11N2S
Method: DFT, ωB97M-V/def2-TZVPD

CARTESIAN COORDINATES (ANGSTROEM)
C  0.487  1.223  -0.602
N  1.569  0.433  -0.064
C  1.401  -0.362  1.115
N  0.846  -1.714  0.800
C  -0.751  0.385  -1.171
C  -1.866  0.223  -0.164
S  -3.289  -0.754  -0.769
H  -0.018  1.892  0.094
H  0.927  1.756  -1.446
H  1.990  -0.107  -0.807
H  0.785  0.223  1.803
H  2.387  -0.612  1.515
H  0.821  -2.193  1.689
H  -0.148  -1.642  0.566
H  -0.311  -0.595  -1.375
H  -1.119  0.875  -2.072
H  -1.425  -0.222  0.752
H  -2.285  1.191  0.135

The SMILES is NCNCCC[S-]. The total charge is -1. For the energy above the lowest of the compared OMol25 structures with the same formula, charge and spin, the calculation gives 92.4 kJ/mol. The calculation puts the frontier orbital gap at 6.045 eV.



Molecular formula: C4H11N2S
Method: DFT, ωB97M-V/def2-TZVPD

CARTESIAN COORDINATES (ANGSTROEM)
C  2.079  -0.803  0.111
C  -1.393  -1.425  0.069
C  0.587  0.102  0.556
C  -0.553  -0.256  -0.425
N  -1.307  1.000  -0.581
N  0.895  1.507  0.357
S  3.226  0.018  -0.615
H  2.044  -1.849  0.357
H  -1.774  -1.234  1.069
H  -0.803  -2.334  0.086
H  -2.234  -1.584  -0.597
H  0.377  -0.166  1.586
H  -0.121  -0.503  -1.400
H  -1.741  1.083  -1.491
H  -2.036  1.075  0.122
H  -0.063  1.775  -0.172
H  1.755  1.558  -0.246
H  1.062  2.037  1.210

The SMILES is C[C@@H](N)[C@H]([NH3+])C=S. The total charge is +1. For the energy above the lowest of the compared OMol25 structures with the same formula, charge and spin, the calculation gives 108.4 kJ/mol. The calculation puts the frontier orbital gap at 8.978 eV.



Molecular formula: C4H11N2S
Method: DFT, ωB97M-V/def2-TZVPD

CARTESIAN COORDINATES (ANGSTROEM)
C  -1.698  -2.266  -0.749
C  -0.607  -1.828  0.095
C  0.013  2.168  0.652
C  2.335  1.072  -0.338
N  -0.067  -0.132  -0.371
N  -2.030  -1.582  0.512
S  0.863  0.583  0.721
H  -1.925  -1.707  -1.682
H  -1.956  -3.271  -0.894
H  0.089  -2.316  0.720
H  0.640  2.878  1.043
H  -0.966  2.164  1.196
H  -0.034  2.306  -0.479
H  3.006  1.375  0.437
H  2.126  1.892  -1.117
H  2.762  0.129  -0.911
H  -2.543  -2.015  1.282
H  -2.242  -0.569  0.406

The total charge is +1. For the energy above the lowest of the compared OMol25 structures with the same formula, charge and spin, the calculation gives 469.1 kJ/mol. The calculation puts the frontier orbital gap at 9.542 eV.



Molecular formula: C4H11N3
Method: DFT, ωB97M-V/def2-TZVPD

CARTESIAN COORDINATES (ANGSTROEM)
C  -2.826  0.275  0.009
C  -2.383  1.441  -0.388
C  1.515  1.639  0.013
C  1.236  -2.511  0.409
N  1.724  0.180  0.279
N  0.864  -1.748  -0.592
N  0.956  -0.460  -0.673
H  -3.116  -0.615  -0.507
H  -3.185  0.194  1.071
H  -2.296  1.847  -1.351
H  1.929  2.272  0.736
H  2.124  1.810  -0.905
H  0.454  1.899  0.020
H  1.729  -2.069  1.186
H  -2.325  2.243  0.370
H  0.934  -3.545  0.573
H  1.535  -0.214  1.199
H  0.436  -2.108  -1.465

For the energy above the lowest of the compared OMol25 structures with the same formula, charge and spin, the calculation gives 574.5 kJ/mol. The calculation puts the frontier orbital gap at 7.859 eV.